Below is a cluster of 7 separate species, C20H57N3O7 in total in a non-equilibrium geometry, with properties calculated with wB97M-V/def2-TZVPD.

Energy relative to the best compared isomer or geometry (same formula, charge and spin)   4.391 eV
Charge   0
Lowest unoccupied orbital energy   0.46 eV
HOMO energy   -9.3 eV
Calculated total energy   -40460.5941 eV
Molecular weight   451.7 g mol⁻¹

Geometry as XYZ:
```
87
Properties=species:S:1:pos:R:3:forces:R:3
O -9.686440 18.351090 -20.495690 -0.1 0.7 -0.3
H -18.554760 18.464770 -11.160690 -0.5 0.0 -0.3
H -14.353490 6.872980 -15.981280 0.9 -1.4 0.7
H -8.551940 10.709600 -25.062490 0.3 -0.2 -0.1
H -11.818650 20.072770 -27.535470 0.0 0.7 0.7
O -9.159550 8.790760 -21.497540 1.0 0.2 -3.2
H -7.585780 10.891090 -23.569610 -0.3 0.9 0.2
H -18.155740 13.379080 -28.136010 -0.1 0.0 -0.2
C -8.534300 27.159730 -17.717780 -1.2 0.5 0.1
C -9.769440 10.441470 -23.311180 2.1 -3.0 -0.8
C -17.430200 11.059620 -27.018050 0.9 0.4 -1.2
H -12.399810 17.907430 -19.527200 0.2 0.1 0.2
H -14.064470 9.748820 -14.423290 0.8 -0.1 -0.8
C -8.871220 8.420490 -20.168150 -0.7 0.3 -1.7
H -10.055340 18.096400 -18.539840 -0.1 0.0 0.1
C -15.063760 8.454850 -15.913480 -1.0 1.5 2.0
H -8.429350 7.442730 -20.360080 0.0 0.0 0.9
C -17.744860 17.778540 -11.408140 0.8 2.0 0.3
H -15.297510 17.629100 -12.595010 0.5 0.5 -0.1
H -10.301340 11.738220 -24.718250 -0.3 -0.3 -0.3
N -10.465580 11.624290 -23.728220 -0.4 0.9 1.1
N -16.767290 14.969770 -25.430840 1.4 -0.1 0.5
H -18.159240 10.812500 -27.789760 -0.2 0.1 -0.2
H -15.999660 16.344670 -12.983660 -1.1 -0.4 -0.1
H -7.594780 27.298170 -17.182780 0.5 -0.6 -0.8
O -7.698200 25.243230 -18.833480 0.4 -0.1 -0.5
H -10.328690 9.567810 -23.645920 -0.3 0.0 -0.3
H -11.847580 16.603300 -20.559050 0.2 0.3 -0.5
C -18.294100 17.728980 -13.869950 -0.6 0.0 -1.3
H -17.963490 16.903500 -26.795240 0.7 -0.3 0.6
H -9.890320 8.361630 -19.785970 0.4 -0.1 1.5
H -16.102560 8.154970 -15.775390 -0.3 -0.1 -0.2
H -11.917390 16.278120 -18.936600 0.1 0.4 0.6
H -8.164130 9.128750 -19.736310 -0.2 -0.1 0.6
H -9.286450 25.195280 -17.533510 0.1 -0.3 0.2
H -18.630800 14.717150 -25.996360 -0.5 -0.5 -0.2
C -17.755610 15.982030 -27.339090 -0.1 0.7 -1.6
H -16.458740 13.503330 -27.691020 0.4 -0.5 -0.1
C -17.227950 18.086640 -12.813920 -1.2 -1.9 -1.2
H -9.699470 25.810170 -19.062150 0.1 0.7 -0.4
H -18.103190 16.758380 -11.270380 0.4 0.0 -0.1
H -10.405210 10.314360 -21.282820 -0.3 0.6 0.3
H -17.357970 10.179150 -26.379580 -0.3 0.6 0.8
H -9.970440 12.426100 -23.364860 0.0 0.4 0.4
H -12.742790 18.763830 -25.495320 0.0 0.1 -0.2
H -18.609010 15.999170 -28.016960 0.2 -0.6 -0.5
H -16.988770 20.138090 -10.505000 -0.2 0.0 -0.5
O -16.726090 18.052030 -10.442300 0.1 -1.0 1.4
H -7.882150 24.418650 -19.289370 -0.1 0.0 0.0
C -11.669830 17.101830 -19.606180 0.5 -0.5 -0.5
C -14.893720 9.782550 -15.129920 -0.1 0.0 -0.3
H -16.961440 19.133840 -12.956890 -0.1 0.1 0.4
H -9.505780 16.689550 -19.421670 -0.4 -0.5 0.3
H -16.811130 16.034880 -27.880630 -0.1 0.7 -0.4
H -9.459910 20.000890 -26.566410 0.4 0.0 -0.5
C -11.432590 19.272590 -26.903980 -0.1 -2.7 0.1
H -14.891530 8.433560 -16.989570 0.4 0.8 0.0
H -7.968870 9.365660 -24.031090 -0.5 -0.4 -0.3
O -14.240460 7.508230 -15.270460 -0.1 -0.7 -1.1
C -16.244060 19.372760 -10.286430 0.1 0.1 -1.2
H -9.200480 27.315910 -16.869300 -0.6 0.3 -0.3
C -9.485480 10.111920 -21.831660 -1.6 1.7 1.1
C -10.196840 17.531550 -19.461260 -0.3 -0.1 0.0
H -15.657050 9.977490 -14.376640 -0.8 -0.1 -0.6
H -9.531670 18.246960 -26.465670 -0.2 0.0 0.0
C -8.414140 10.360540 -24.039130 0.5 -0.6 0.0
C -9.896720 19.111370 -27.020320 -1.5 0.3 0.5
H -15.887340 14.514480 -25.627040 0.4 0.1 0.1
H -8.738540 10.856200 -21.555590 0.4 -0.1 0.7
H -9.702510 18.941200 -28.079300 0.5 0.5 0.1
H -8.712320 27.925860 -18.472410 0.4 0.3 0.3
C -17.676120 14.756070 -26.520930 -2.1 -0.9 1.8
C -8.886920 25.815810 -18.335630 0.5 -0.6 1.3
H -14.837710 10.612450 -15.834360 0.2 0.2 0.4
H -15.383020 19.426940 -10.952590 0.0 0.7 -0.3
H -18.006570 18.063750 -14.866620 0.4 0.5 0.1
H -10.204670 18.293280 -21.301720 -0.2 -0.2 0.1
H -16.446840 11.153660 -27.478780 0.2 -0.4 -0.4
O -11.866310 19.153190 -25.537560 0.5 1.3 0.2
O -17.674000 12.312790 -26.428360 -0.3 0.5 0.8
H -19.324800 18.076000 -13.796940 0.1 0.5 0.8
H -15.859770 19.692750 -9.317920 -0.2 -1.1 0.5
H -18.438300 16.678750 -14.123590 0.4 -0.5 0.9
N -16.039580 17.328060 -13.210490 1.2 0.5 0.6
H -17.074880 14.579230 -24.551660 -0.2 -0.1 -0.1
C -17.470290 13.436740 -27.290470 -0.4 0.3 0.4
H -11.912100 18.385490 -27.317760 0.3 -0.2 -0.9
```
Forces are in eV/Å.